(1)
24
Properties=species:S:1:pos:R:3:mulliken_charge:R:1 method="wB97M-V/def2-TZVPD" largest_force_ev_per_a=6.6 e_homo_ev=-7.682 de_lowest_kj_mol=353.0 lumo_ev=0.818
C -0.0475 0.7067 1.1441 1.418
C 0.8516 -0.0627 -0.3971 -0.337
C -0.1211 -1.0100 -0.8983 -0.185
C -0.7641 -0.2693 2.0545 -1.692
C -0.9255 1.8739 0.7468 -1.704
C 1.0614 -1.3658 -2.3565 -1.176
N -1.3554 -0.6074 -1.4006 -0.447
O 1.1308 1.1561 1.8450 -0.677
O 1.9895 -0.6218 0.1848 -0.588
H 1.0780 2.0319 2.2620 0.332
H 2.1111 -0.1444 1.0356 0.436
H 1.0366 0.8354 -0.9865 0.329
H -0.1591 -1.9393 -0.3333 0.443
H -1.9305 -1.3556 -1.7654 0.240
H -1.3360 0.1833 -2.0325 0.237
H -1.6877 -0.6438 1.6046 0.337
H -1.0422 0.2011 3.0140 0.437
H -0.1304 -1.1282 2.2971 0.325
H -1.2541 2.4535 1.6250 0.499
H -1.8292 1.5472 0.2258 0.334
H -0.3785 2.5762 0.1087 0.396
H 0.7857 -2.3921 -2.6053 0.346
H 0.7753 -0.6785 -3.1546 0.333
H 2.1413 -1.3464 -2.2179 0.365

***

(2)
97
Properties=species:S:1:pos:R:3:mulliken_charge:R:1 method="wB97M-V/def2-TZVPD" largest_force_ev_per_a=1.0 charge=-2 e_homo_ev="-0.924 / -0.920" de_lowest_kj_mol=107.4 s_squared=0.75 multiplicity=2 lumo_ev="3.764 / 3.764"
Ti -0.3031 1.3795 0.1873 -1.348
C -3.4106 1.4814 2.9953 -1.235
C -4.2252 1.7444 1.7301 -0.697
C -3.3891 1.9543 0.4516 -0.681
N -2.0512 2.4609 0.6992 0.653
C -1.8470 3.6458 1.1965 0.603
C -2.8646 4.6396 1.3245 -0.893
C -2.9451 5.7569 2.1231 -0.307
C -2.0495 6.2484 3.0695 -0.620
C -0.7612 5.7666 3.2464 -0.631
C -0.0390 4.8295 2.5309 -0.822
C -0.4017 3.9624 1.4632 1.180
N 0.4425 3.2883 0.7182 0.592
C 1.7925 3.8097 0.4905 -0.947
C 2.9325 2.7992 0.3250 -0.786
C 2.5881 1.5927 -0.5516 -0.895
N 1.6483 0.7988 0.2129 0.931
C 1.9839 -0.0263 1.1574 0.799
C 3.3064 -0.4666 1.4260 -0.506
C 3.7505 -1.5178 2.1950 -0.467
C 3.0581 -2.4875 2.9123 -0.708
C 1.6838 -2.5028 3.1149 -0.651
C 0.7320 -1.5528 2.8086 -1.090
C 0.8666 -0.3096 2.1284 0.880
N 0.0202 0.6899 2.2403 0.163
C -0.9559 0.7162 3.3135 -1.838
C -2.3928 0.3280 2.9026 0.525
H -4.1159 1.2994 3.8134 0.436
H -2.8862 2.4032 3.2612 0.363
H -4.8609 2.6150 1.9155 0.450
H -4.8999 0.9015 1.5433 0.511
H -3.9179 2.6011 -0.2596 0.666
H -3.2531 0.9997 -0.0592 -0.601
H -3.7235 4.4465 0.6909 0.357
H -3.8724 6.3173 2.0221 0.315
H -2.3727 7.0771 3.6878 0.304
H -0.1986 6.2340 4.0527 0.294
H 0.9920 4.7124 2.8431 0.239
H 2.0778 4.5236 1.2678 0.478
H 1.6966 4.3563 -0.4538 0.037
H 3.2764 2.4366 1.2999 0.286
H 3.7592 3.3551 -0.1296 0.558
H 3.4742 1.0196 -0.8436 0.244
H 2.0902 1.9394 -1.4621 0.221
H 4.0752 0.0756 0.8881 0.280
H 4.8299 -1.6457 2.1789 0.278
H 3.6333 -3.3029 3.3340 0.271
H 1.2997 -3.3746 3.6408 0.335
H -0.2763 -1.7609 3.1493 0.283
H -0.9731 1.7499 3.6794 0.589
H -0.6009 0.0934 4.1444 0.593
H -2.7322 -0.5100 3.5201 0.860
H -2.3480 -0.0441 1.8793 -0.812
S -1.0514 2.8539 -4.8787 -0.477
C -0.4256 2.9721 -3.3069 -0.057
S 0.3988 4.3218 -2.7058 -0.437
S -0.8737 1.6420 -2.2289 -0.206
O 1.0005 -1.6730 -1.2536 0.243
C 1.6771 -2.6604 -1.8996 2.605
C 0.9890 -4.0335 -1.6677 -0.556
C 0.1958 -4.7450 -2.5281 -0.468
C -0.4840 -5.8354 -1.9187 -0.895
C -0.1940 -5.9427 -0.5925 -0.672
S 0.8880 -4.7185 -0.0891 0.027
C 1.6913 -2.3743 -3.4233 -1.192
C 1.2582 -1.2018 -3.9593 -0.039
C 1.4687 -1.1134 -5.3653 -0.813
C 2.0734 -2.2192 -5.8708 -0.620
S 2.3860 -3.3831 -4.6456 -0.150
C 3.1666 -2.6948 -1.4769 -0.006
C 3.8494 -3.4383 -0.5582 -0.519
C 5.2058 -3.0454 -0.4014 -0.800
C 5.5366 -1.9964 -1.2023 -0.683
S 4.2088 -1.5016 -2.1556 -0.068
H 0.0804 -4.4724 -3.5661 0.489
H -1.1510 -6.5020 -2.4472 0.407
H -0.5606 -6.6732 0.1102 0.445
H 0.8058 -0.4270 -3.3559 0.310
H 1.1704 -0.2523 -5.9443 0.442
H 2.3399 -2.4190 -6.8959 0.457
H 3.4141 -4.2373 0.0154 0.440
H 5.8907 -3.5159 0.2902 0.433
H 6.4875 -1.4952 -1.2784 0.440
O -1.2657 -0.4456 -0.0339 -0.075
S -1.3222 -1.8887 -0.5647 1.051
C -3.0811 -2.2549 -0.1926 -0.755
C -3.9206 -1.8772 -1.4039 -0.458
C -3.0644 -2.2876 -2.5978 -0.960
C -1.6853 -1.7096 -2.3314 0.872
H -3.3349 -1.7391 0.7316 0.126
H -3.1233 -3.3338 -0.0146 0.535
H -4.0937 -0.7985 -1.4271 0.095
H -4.8958 -2.3726 -1.3943 0.502
H -3.4491 -1.9170 -3.5494 0.426
H -3.0192 -3.3803 -2.6568 0.291
H -1.6565 -0.6251 -2.4814 -0.329
H -0.8728 -2.1364 -2.8988 -0.442

***

(3)
9
Properties=species:S:1:pos:R:3:mulliken_charge:R:1 method="wB97M-V/def2-TZVPD" largest_force_ev_per_a=9.0 charge=+1 e_homo_ev="-12.509 / -15.340" de_lowest_kj_mol=254.2 s_squared=0.75 multiplicity=2 lumo_ev="-6.509 / -6.380"
O 1.2118 0.5075 0.2772 -0.207
O -0.9037 0.1290 0.7188 -0.245
C 1.0049 -0.8490 0.3316 0.020
C -0.3285 -1.0607 0.3128 -0.215
C -0.0367 1.1401 0.2899 0.581
H 1.8341 -1.4870 0.6179 0.387
H -1.2805 1.3347 -2.0574 -0.027
Al -0.6087 2.2554 -0.9925 0.356
H -0.8926 -1.9700 0.5018 0.350

***

(4)
80
Properties=species:S:1:pos:R:3:mulliken_charge:R:1 method="wB97M-V/def2-TZVPD" largest_force_ev_per_a=1.9 charge=+1 e_homo_ev=-11.798 lumo_ev=-3.834
C 2.9063 2.9230 0.8016 -1.277
C 3.4219 3.4089 -0.5670 -1.122
C 2.3177 3.8908 -1.5410 0.089
Cl 1.1964 4.9235 -0.5911 -0.152
C 1.5839 2.7568 -2.2238 0.816
C 1.8882 1.4515 -1.9243 -0.358
C 1.2791 0.3680 -2.5292 -0.401
C 1.7981 -0.9863 -2.1009 0.295
C 3.2524 -1.1376 -2.6011 -1.406
F 1.1119 -2.0806 -2.5652 -0.356
C 0.2920 0.6404 -3.4363 -0.004
C -0.4979 -0.4103 -4.1651 -1.502
C -1.8123 -0.8306 -3.4522 0.218
O -1.5905 -1.5662 -2.2459 -0.446
C -2.7103 0.3754 -3.0764 -0.687
N -3.5002 0.9191 -4.1914 -0.569
N 0.0126 1.9163 -3.7260 0.551
C 0.6088 2.9721 -3.1860 -0.560
P -0.0558 4.5542 -3.9288 -0.103
C 1.2508 5.8429 -3.9990 -1.029
C -1.3442 5.2356 -2.7937 -0.515
C -2.3415 4.1757 -2.3208 -1.117
H 3.5910 2.1984 1.2428 0.367
H 2.8979 3.7778 1.4758 0.406
H 1.8971 2.5147 0.7552 0.369
H 3.9862 2.6231 -1.0750 0.520
H 4.1289 4.2211 -0.4022 0.449
H 2.8506 4.4819 -2.2804 0.436
H 2.6401 1.2358 -1.1792 0.655
H 1.8100 -1.0570 -1.0085 0.164
H 3.1695 -1.4449 -3.6467 0.399
H 3.8152 -1.8594 -2.0168 0.370
H 3.7670 -0.1775 -2.6321 0.379
H 0.0996 -1.2716 -4.4414 0.477
H -0.8071 0.0299 -5.1253 0.691
H -2.3646 -1.5122 -4.0992 0.384
H -1.2985 -0.9155 -1.5906 0.172
H -3.4073 -0.0256 -2.3396 0.541
H -2.1275 1.1422 -2.5557 -0.053
H -4.0596 0.1550 -4.5537 0.340
H -2.8589 1.2159 -4.9203 0.269
H -0.7054 2.0883 -4.4283 0.425
H 2.2470 5.4387 -4.1771 0.348
H 1.0660 6.5729 -4.7859 0.410
H 1.2608 6.3792 -3.0472 0.318
H -0.9287 5.8330 -1.9852 0.429
H -1.8967 5.9321 -3.4331 0.469
H -2.9307 3.7596 -3.1392 0.323
H -3.0695 4.6844 -1.6837 0.475
H -1.8878 3.4021 -1.6970 0.113
O 0.8662 -0.9220 2.3590 -0.704
S -0.4742 -1.1165 1.8914 1.321
O -1.0904 -0.1733 1.0000 -0.622
O -1.4343 -1.3455 3.1329 -0.194
C -1.4274 -0.3667 4.1983 -0.427
C -2.2094 0.8791 3.8362 -1.187
C -0.6185 -2.7278 1.1939 -0.800
H -0.4005 -0.1250 4.4793 0.401
H -1.8905 -0.8567 5.0530 0.368
H -1.7171 1.4367 3.0394 0.249
H -2.2985 1.5326 4.7037 0.413
H -3.2066 0.6173 3.4833 0.298
H -0.1913 -3.4534 1.8843 0.291
H -0.0671 -2.7303 0.2544 0.237
H -1.6694 -2.9373 1.0111 0.333
O -1.9514 -4.7404 5.4417 -0.674
S -0.5965 -4.8600 5.0006 1.265
O -0.2879 -5.4367 3.7258 -0.635
O 0.2485 -5.5976 6.1242 -0.267
C -0.2324 -6.8686 6.6115 -0.365
C 0.0675 -8.0015 5.6505 -0.986
C 0.1934 -3.2949 5.1074 -0.417
H -1.2989 -6.8059 6.8325 0.338
H 0.2835 -7.0390 7.5545 0.275
H -0.5072 -7.9011 4.7302 0.298
H -0.1852 -8.9588 6.1062 0.391
H 1.1228 -8.0046 5.3772 0.264
H 0.0001 -2.8628 6.0860 0.413
H -0.2400 -2.6800 4.3206 -0.261
H 1.2605 -3.4242 4.9440 0.377